(1)
Entry from the Open Molecules 2025 dataset: a 6-piece molecular cluster, C44H70N6O6 overall (ωB97M-V/def2-TZVPD).

Element x y z (Å)
C1 -10.55775 -17.99378 -5.99004
N1 -11.13997 -18.09749 -7.35201
C2 -11.67421 -19.32908 -7.61543
C3 -12.29556 -19.49618 -8.87186
C4 -12.43324 -18.45962 -9.83383
C5 -12.00215 -17.19932 -9.27760
C6 -11.38546 -17.01268 -8.04848
C7 -12.97230 -18.70150 -11.22156
C8 -12.49528 -19.80336 -11.90263
C9 -12.92956 -19.99874 -13.26398
N2 -13.75420 -19.15071 -13.89118
C10 -14.25551 -18.09762 -13.20789
C11 -13.89021 -17.83953 -11.83391
C12 -14.38791 -19.48328 -15.15504
H1 -11.38805 -18.23477 -5.32624
H2 -10.39844 -16.92141 -5.87713
H3 -9.68808 -18.64580 -5.90848
H4 -11.48325 -20.07386 -6.85699
H5 -12.63723 -20.49026 -9.11977
H6 -11.99607 -16.35443 -9.95031
H7 -11.01043 -16.03471 -7.78517
H8 -11.91491 -20.51440 -11.33342
H9 -12.48620 -20.84172 -13.77312
H10 -14.87394 -17.40756 -13.76265
H11 -14.32673 -17.05840 -11.22919
H12 -14.67484 -18.57657 -15.68761
H13 -15.31897 -19.98839 -14.89795
H14 -13.77129 -20.16324 -15.74287
C13 -21.65813 -13.83906 3.09345
N3 -20.53630 -14.49159 2.43803
C14 -20.72587 -15.79459 2.04186
C15 -19.69467 -16.47788 1.44622
C16 -18.50638 -15.90131 1.22877
C17 -18.29558 -14.54433 1.67334
C18 -19.32648 -13.87173 2.24584
C19 -17.31018 -16.55314 0.48524
C20 -15.95855 -16.26348 0.81126
C21 -14.94476 -16.93281 0.13803
N4 -15.22478 -17.79213 -0.88198
C22 -16.50534 -18.12728 -1.22219
C23 -17.54546 -17.44991 -0.54766
C24 -14.12452 -18.60571 -1.44835
H15 -21.34691 -12.87709 3.50069
H16 -22.07962 -14.50018 3.85066
H17 -22.33785 -13.43383 2.34387
H18 -21.72533 -16.20278 2.07128
H19 -19.85373 -17.47912 1.07388
H20 -17.40680 -13.93888 1.57386
H21 -19.12580 -12.94267 2.75864
H22 -15.73570 -15.63102 1.65785
H23 -13.91703 -16.61435 0.23164
H24 -16.52417 -18.86624 -2.00958
H25 -18.53753 -17.72886 -0.87075
H26 -13.24160 -18.47902 -0.82185
H27 -13.93709 -18.29095 -2.47495
H28 -14.36277 -19.66884 -1.48142
C25 -13.60903 -13.36264 -8.52070
C26 -12.27822 -12.90715 -7.94076
C27 -12.22826 -12.65900 -6.43030
C28 -12.47489 -13.91583 -5.52422
N5 -12.64343 -13.60744 -4.05358
C29 -13.78580 -12.58762 -3.67084
C30 -15.08563 -13.32376 -3.66768
C31 -14.75007 -14.75654 -3.23409
C32 -13.18038 -14.92488 -3.34766
C33 -11.34614 -13.24038 -3.38843
H29 -14.50432 -12.78957 -8.27957
H30 -13.76916 -14.41172 -8.27195
H31 -13.60640 -13.41430 -9.60947
H32 -12.02232 -11.91253 -8.30594
H33 -11.45268 -13.55157 -8.24294
H34 -12.98569 -11.91309 -6.18942
H35 -11.28058 -12.27889 -6.04882
H36 -11.61889 -14.59061 -5.52894
H37 -13.33857 -14.49340 -5.85371
H38 -13.48206 -12.20327 -2.69713
H39 -13.81765 -11.72202 -4.33253
H40 -15.90000 -12.86163 -3.10971
H41 -15.54416 -13.45309 -4.64805
H42 -15.16819 -15.10279 -2.28889
H43 -15.24361 -15.46910 -3.89499
H44 -12.88499 -15.17974 -2.32987
H45 -12.86169 -15.80795 -3.90148
H46 -10.59160 -13.99296 -3.61736
H47 -11.58530 -13.34446 -2.33010
H48 -11.19671 -12.21014 -3.71150
C34 -19.95087 -15.80713 -11.43514
C35 -18.39212 -15.72292 -11.22096
C36 -18.00715 -16.00267 -9.76360
C37 -18.52918 -15.06899 -8.60791
N6 -18.02503 -15.32353 -7.19291
C38 -18.73357 -16.63092 -6.65882
C39 -19.11132 -16.28189 -5.20224
C40 -18.61842 -14.91494 -4.79125
C41 -18.43207 -14.23809 -6.09511
C42 -16.49554 -15.43196 -7.15281
H49 -20.45362 -16.71457 -11.10065
H50 -20.30191 -15.55157 -12.43492
H51 -20.45501 -15.10314 -10.77306
H52 -18.09524 -14.72095 -11.53084
H53 -17.95000 -16.45866 -11.89275
H54 -16.93991 -16.21057 -9.84026
H55 -18.55847 -16.87702 -9.41770
H56 -19.61815 -15.11616 -8.60935
H57 -18.18615 -14.04564 -8.76024
H58 -17.98276 -17.41919 -6.71382
H59 -19.63863 -16.87670 -7.21429
H60 -18.60011 -17.00140 -4.56264
H61 -20.17870 -16.34046 -4.98925
H62 -17.68899 -14.90639 -4.22187
H63 -19.36172 -14.47766 -4.12462
H64 -17.74677 -13.39775 -5.98423
H65 -19.36709 -13.80467 -6.45005
H66 -15.99676 -16.16788 -7.78347
H67 -16.18739 -15.66979 -6.13468
H68 -16.12516 -14.42734 -7.35689
O1 -14.18169 -19.32033 -5.17947
C43 -14.62816 -18.07712 -5.17978
O2 -15.73589 -17.85017 -4.63604
O3 -13.88887 -17.23012 -5.65404
H69 -14.89192 -19.66224 -4.63150
O4 -17.81040 -19.97615 -4.72006
C44 -17.36164 -21.03162 -4.02077
O5 -16.27177 -20.77594 -3.45636
O6 -18.03902 -22.08131 -3.87871
H70 -17.14295 -19.30677 -4.55261

Computed properties:
Kohn-Sham gap, eV: 3.14
Energy, eV: -67950.759
Strongest force on any atom, eV/Å: 5.02
HOMO level, eV: -13.1
Total charge: +4

=====

(2)
Entry from the Open Molecules 2025 dataset: a 8-piece molecular cluster, C44H74Br2F3N5O25S overall (ωB97M-V/def2-TZVPD).

Element x y z (Å)
C1 4.57611 3.56729 -0.59141
O1 5.26192 2.30922 -0.92529
C2 4.25487 1.26730 -0.76589
C3 4.63794 -0.09766 -1.55656
C4 3.94353 -0.06466 -3.03635
C5 2.87043 -1.24458 -3.26882
C6 1.68931 -1.29434 -2.16595
C7 0.26072 -0.86117 -2.79374
C8 -0.39897 0.39369 -2.02724
C9 -1.60466 -0.03449 -1.00092
C10 -1.03127 -1.24197 -0.12622
N1 -0.63260 -2.19045 0.50773
C11 -2.87221 -0.39121 -1.92609
C12 -3.89471 -1.47716 -1.32846
C13 -3.47842 -3.01775 -1.54295
C14 -3.05020 -3.41705 -3.04433
S1 -1.44265 -4.37266 -3.08332
C15 -1.32856 -5.53490 -1.67146
N2 -1.50271 -6.98412 -1.61022
N3 -1.29842 -7.49810 -0.35824
C16 -0.95931 -6.40974 0.53972
O2 -1.01205 -5.26364 -0.29077
C17 -1.86426 1.23245 0.01640
C18 -0.58986 1.19287 1.03037
N4 0.41750 1.18737 1.70867
C19 -1.88960 2.60643 -0.81054
C20 -2.59312 3.85024 -0.07908
C21 -1.64601 4.69826 0.90203
F1 -1.25656 4.01984 2.10202
Br1 -0.06969 5.52880 -0.04517
C22 -2.54017 5.98057 1.39971
F2 -3.04830 6.76108 0.31611
F3 -1.59657 6.84387 2.09946
Br2 -3.91230 5.47498 2.75024
C23 -3.15491 0.94513 0.92460
O3 -3.16685 1.73610 2.17864
N5 -3.44640 0.93213 3.24232
O4 -2.42444 0.63879 3.80463
H1 3.88813 3.87005 -1.47912
H2 3.93798 3.33263 0.35198
H3 5.33781 4.40590 -0.34309
H4 3.24580 1.62872 -1.19295
H5 4.17667 0.99466 0.35517
H6 5.78954 -0.06701 -1.69605
H7 4.38201 -1.05282 -0.97336
H8 3.51757 0.98976 -3.27417
H9 4.81576 -0.24141 -3.78245
H10 2.47897 -1.11821 -4.35476
H11 3.45225 -2.23561 -3.25047
H12 1.56976 -2.37459 -1.79124
H13 1.91076 -0.55268 -1.29820
H14 0.42238 -0.53376 -3.89861
H15 -0.52024 -1.69910 -2.81664
H16 0.38418 1.06951 -1.53428
H17 -0.91610 1.04002 -2.84543
H18 -2.47362 -0.63428 -2.97803
H19 -3.47575 0.59595 -2.04881
H20 -4.89766 -1.32947 -1.89991
H21 -4.15293 -1.34528 -0.21827
H22 -2.70731 -3.34149 -0.73651
H23 -4.42800 -3.64547 -1.30093
H24 -3.85060 -4.15120 -3.45810
H25 -3.04882 -2.53286 -3.79113
H26 -0.72898 -6.49874 1.66046
H27 -2.42589 2.46440 -1.82711
H28 -0.80912 2.93141 -1.05950
H29 -2.91256 4.58441 -0.92370
H30 -3.55266 3.60897 0.49735
H31 -3.16872 -0.16107 1.27998
H32 -4.16450 1.17937 0.39901
C24 7.13564 1.33823 -6.38300
O5 6.97841 0.88801 -7.72789
C25 5.88327 0.13461 -7.93283
O6 5.06547 -0.17125 -7.09783
O7 5.85705 -0.21995 -9.23015
C26 4.73880 -1.02863 -9.59121
H33 8.04816 1.93412 -6.33479
H34 6.29468 1.96990 -6.08698
H35 7.24078 0.49013 -5.70224
H36 3.80304 -0.49026 -9.42246
H37 4.74885 -1.97007 -9.03646
H38 4.81782 -1.25542 -10.65534
C27 -1.99106 2.20584 6.28710
O8 -2.30124 2.80233 7.54624
C28 -3.31437 2.20867 8.20341
O9 -3.94667 1.25407 7.81912
O10 -3.49968 2.86452 9.36342
C29 -4.55193 2.33947 10.17081
H39 -1.16248 2.76251 5.84611
H40 -1.67671 1.16778 6.41849
H41 -2.84569 2.26826 5.61101
H42 -4.33950 1.30661 10.45713
H43 -5.50912 2.40688 9.64826
H44 -4.61064 2.94344 11.07739
C30 5.93194 -4.93089 -7.91982
O11 4.64199 -5.25011 -8.43852
C31 3.77965 -5.72217 -7.51930
O12 4.01293 -5.88514 -6.34567
O13 2.61251 -5.98070 -8.13641
C32 1.59608 -6.49161 -7.27530
H45 6.54312 -4.56068 -8.74444
H46 5.85958 -4.14448 -7.16444
H47 6.41251 -5.82097 -7.50704
H48 1.35236 -5.76724 -6.49431
H49 1.90474 -7.44359 -6.83700
H50 0.70278 -6.66284 -7.87765
C33 7.18303 -3.77778 2.33324
O14 6.07883 -3.04127 1.81140
C34 5.21142 -2.61049 2.74590
O15 5.30088 -2.79639 3.93685
O16 4.22845 -1.93743 2.12280
C35 3.22725 -1.41796 2.99812
H51 7.81391 -4.07355 1.49372
H52 7.77604 -3.15666 3.00884
H53 6.83818 -4.68156 2.84118
H54 3.66245 -0.70274 3.70037
H55 2.72446 -2.22762 3.53237
H56 2.48749 -0.89594 2.38915
C36 4.59319 -0.73864 7.59673
O17 3.49246 0.01971 7.09771
C37 2.64681 0.45837 8.04808
O18 2.75057 0.26366 9.23595
O19 1.66483 1.15116 7.44321
C38 0.68392 1.68154 8.33406
H57 5.20546 -1.03890 6.74497
H58 5.20706 -0.13194 8.26685
H59 4.24178 -1.64016 8.10400
H60 1.13875 2.38638 9.03429
H61 0.17527 0.87678 8.87085
H62 -0.05320 2.21694 7.73867
C39 -3.61450 7.36365 -2.30511
O20 -4.44143 8.43774 -2.74988
C40 -5.74879 8.13183 -2.82416
O21 -6.24440 7.06307 -2.55348
O22 -6.40855 9.22299 -3.25243
C41 -7.81780 9.04269 -3.37935
H63 -2.58358 7.72040 -2.28300
H64 -3.89422 7.05474 -1.29596
H65 -3.67243 6.52024 -2.99848
H66 -8.26414 8.80027 -2.41190
H67 -8.04246 8.26614 -4.11442
H68 -8.24475 9.98332 -3.72998
C42 -3.91689 -2.56171 3.93477
O23 -5.21329 -2.87992 3.42965
C43 -6.06622 -3.35340 4.35641
O24 -5.82147 -3.51918 5.52698
O25 -7.23993 -3.61010 3.75006
C44 -8.24781 -4.12238 4.61976
H69 -3.31499 -2.19059 3.10341
H70 -3.98017 -1.77662 4.69201
H71 -3.43151 -3.45253 4.34028
H72 -8.48342 -3.39967 5.40469
H73 -7.93523 -5.07552 5.05284
H74 -9.14711 -4.29183 4.02586

Computed properties:
Kohn-Sham gap, eV: 8.47
Energy, eV: -264524.885
Strongest force on any atom, eV/Å: 6.98
HOMO level, eV: -9.4
Total charge: 0